## one
2 unconnected molecules or ions with the total composition CH3O3, computed with ωB97M-V/def2-TZVPD.

Output
Net charge ... -1
Lowest unoccupied orbital energy ... 4.308 eV
Multiplicity ... 1

Geometry (Å):
H (0.10, 0.56, 1.89)
H (0.76, -1.91, -0.81)
H (2.21, -2.41, -1.14)
C (-0.61, 0.15, 1.13)
O (-1.77, -0.13, 1.54)
O (0.00, 0.00, 0.00)
O (1.27, -2.70, -1.11)

## two
2 unconnected molecules or ions with the total composition CH3O3, computed with ωB97M-V/def2-TZVPD.

Output
Net charge ... -1
Lowest unoccupied orbital energy ... 4.428 eV
Multiplicity ... 1

Geometry (Å):
H (1.44, 0.76, 1.21)
O (1.73, -1.21, 0.67)
O (4.13, -0.44, 0.18)
C (1.04, -0.15, 0.69)
O (0.00, 0.00, 0.00)
H (4.66, -0.38, 1.01)
H (3.24, -0.74, 0.47)

Least stable structure: one

## one
C14H23N3O2S in the gas phase, computed with ωB97M-V/def2-TZVPD.

Output
Structure (SMILES) ... CCCCCC[C@@H]1C[C@H](CCc2nc(=S)[nH][nH]2)C(=O)O1
Lowest unoccupied orbital energy ... 0.414 eV
Multiplicity ... 1

Geometry (Å):
N (-4.06, 1.64, 1.71)
N (-5.17, 2.77, 0.17)
H (-2.98, 2.69, -1.25)
C (3.04, -0.92, 0.40)
C (5.94, -1.85, -0.32)
H (-2.40, 3.63, 0.12)
H (-0.31, 0.17, -1.70)
C (0.92, -1.85, -0.66)
H (-1.72, -0.71, -2.30)
C (-1.14, -0.47, -1.41)
H (5.59, -2.20, 0.65)
H (1.29, 0.22, -0.13)
H (1.32, -1.76, -1.67)
H (5.70, -2.59, -1.07)
C (-1.62, 1.63, 0.07)
N (-5.41, 1.56, 2.00)
C (-2.00, 0.19, -0.33)
H (-3.42, 0.89, 2.02)
H (-3.06, 0.18, -0.63)
H (3.59, -1.35, -1.64)
H (3.44, 0.37, -1.27)
C (-4.00, 2.33, 0.54)
C (-2.74, 2.63, -0.18)
H (-0.98, -2.66, -1.28)
H (-0.74, 1.94, -0.49)
H (7.02, -1.75, -0.26)
C (3.80, -0.59, -0.89)
H (3.37, -0.23, 1.18)
C (-0.61, -1.77, -0.75)
H (3.27, -1.93, 0.72)
C (5.31, -0.51, -0.68)
S (-7.70, 2.59, 1.12)
C (-6.08, 2.33, 1.08)
O (-1.17, -1.82, 0.56)
C (-1.88, -0.76, 0.85)
H (5.77, -0.14, -1.60)
H (5.52, 0.22, 0.11)
O (-2.36, -0.57, 1.94)
H (-1.36, 1.65, 1.13)
C (1.52, -0.78, 0.25)
H (1.07, -0.86, 1.24)
H (-5.75, 1.26, 2.90)
H (1.18, -2.83, -0.26)

## two
C14H23N3O2S in the gas phase, computed with ωB97M-V/def2-TZVPD.

Output
Structure (SMILES) ... CCCCCCC[C@@H]1C[C@H](CSc2ncn[nH]2)OC1=O
Lowest unoccupied orbital energy ... 0.386 eV
Multiplicity ... 1

Geometry (Å):
O (-2.09, -1.62, 2.37)
H (2.07, 3.14, 3.08)
H (1.74, 0.25, 0.63)
H (-0.64, -0.77, -1.74)
H (3.04, 1.16, 4.11)
C (-1.98, -1.48, 1.18)
H (-2.81, -1.36, -6.24)
H (0.78, 1.20, -0.49)
H (4.95, 2.80, 3.79)
H (2.27, 2.68, 0.69)
H (-1.12, 1.19, 1.15)
H (5.82, 2.81, 2.26)
S (-3.38, -0.47, -3.42)
C (4.20, 1.40, 2.32)
H (0.00, -1.56, 0.43)
C (-1.37, -0.60, -0.95)
O (-2.90, -1.90, 0.31)
C (-3.10, -1.98, -4.22)
C (0.95, 0.99, 0.57)
H (2.52, 0.14, 2.77)
C (1.40, 2.29, 1.24)
H (4.24, 3.56, 2.36)
N (-3.07, -3.17, -3.66)
C (-3.77, -1.07, -1.75)
H (0.60, 3.03, 1.15)
C (4.84, 2.73, 2.71)
N (-2.86, -2.08, -5.54)
H (-2.23, -2.54, -1.52)
H (-1.76, 0.42, -1.05)
H (-4.17, -0.21, -1.21)
H (0.87, 1.88, 3.28)
C (2.87, 1.14, 3.03)
C (-0.33, 0.43, 1.18)
H (4.06, 1.36, 1.24)
C (-2.81, -3.99, -4.71)
H (-4.53, -1.84, -1.84)
C (-2.53, -1.61, -1.04)
C (1.76, 2.16, 2.72)
H (-0.17, 0.16, 2.22)
N (-2.68, -3.38, -5.85)
H (4.88, 0.59, 2.59)
C (-0.81, -0.82, 0.45)
H (-2.73, -5.05, -4.60)

Least stable structure: one

## one
2 unconnected molecules or ions with the total composition CH2NO2S, computed with ωB97M-V/def2-TZVPD.

Output
Net charge ... -1
Lowest unoccupied orbital energy (alpha / beta) ... 3.689 / 3.688 eV
Multiplicity ... 1

Geometry (Å):
N (2.33, 0.23, -1.72)
H (-1.59, 0.39, 1.67)
C (0.08, -0.01, -1.07)
H (0.04, 0.02, 1.61)
O (1.18, 0.03, -1.49)
O (-0.72, 0.14, 2.22)
S (-1.34, -0.80, -1.21)

## two
A gas-phase ion, CH2NO2S (charge -1), computed with ωB97M-V/def2-TZVPD.

Output
Net charge ... -1
Lowest unoccupied orbital energy ... 4.276 eV
Multiplicity ... 1

Geometry (Å):
H (0.64, 0.68, 1.19)
S (-2.61, 0.03, -0.37)
O (-3.37, -1.27, -0.24)
O (-3.02, 1.03, 0.68)
N (-0.01, 0.43, 0.36)
H (-1.10, -0.51, 1.71)
C (-1.01, -0.28, 0.64)

## three
2 unconnected molecules or ions with the total composition CH2NO2S, computed with ωB97M-V/def2-TZVPD.

Output
Net charge ... -1
Lowest unoccupied orbital energy (alpha / beta) ... 3.508 / 3.508 eV
Multiplicity ... 1

Geometry (Å):
S (0.98, 1.14, 0.70)
C (0.21, 1.52, -0.59)
H (-0.79, -1.10, 1.03)
N (-0.20, -1.50, 0.38)
O (-0.38, 2.13, -1.37)
O (-0.58, -0.93, -0.75)
H (0.77, -1.26, 0.61)

Least stable structure: one

## one
A gas-phase ion, C6H11N2O (charge +1), computed with ωB97M-V/def2-TZVPD.

Output
Net charge ... +1
Structure (SMILES) ... CNC(=[NH2+])C[C@H]1C=C1O
Lowest unoccupied orbital energy ... -2.868 eV
Multiplicity ... 1

Geometry (Å):
H (0.70, -1.90, -3.33)
H (-0.37, -1.55, 1.54)
O (0.44, -1.09, -2.74)
C (1.09, 0.41, 0.41)
H (-3.17, -0.42, 1.20)
H (1.24, -0.59, 0.56)
H (-2.29, -0.85, 2.75)
C (-0.36, 0.46, 0.82)
N (-0.93, 1.58, 0.43)
H (3.57, 0.02, -1.68)
H (1.78, 1.06, 0.94)
C (1.33, -0.33, -2.14)
C (-2.36, -0.93, 1.66)
H (-0.32, 2.28, 0.24)
H (-2.55, -2.03, 1.52)
C (1.32, 0.70, -1.08)
H (1.06, 1.81, -1.27)
C (2.51, 0.19, -1.82)
N (-0.90, -0.65, 1.27)
H (-1.80, 1.84, 0.71)

## two
A gas-phase ion, C6H11N2O (charge +1), computed with ωB97M-V/def2-TZVPD.

Output
Net charge ... +1
Structure (SMILES) ... C[C@@H]1N=COC1=[N+](C)C
Lowest unoccupied orbital energy ... -3.790 eV
Multiplicity ... 1

Geometry (Å):
H (-1.65, -1.24, 0.38)
C (1.66, 0.92, -1.68)
H (-0.99, 1.95, 2.07)
H (-0.21, -0.87, -1.55)
H (2.38, 1.66, -2.24)
H (-1.49, -0.80, 2.07)
C (-1.72, -0.42, 0.99)
H (-1.49, 2.61, 0.54)
O (0.79, 1.38, -0.75)
H (-2.72, -0.08, 1.03)
H (1.77, -2.61, -0.81)
C (-0.79, 1.93, 0.98)
C (0.15, 0.32, -0.33)
H (1.44, -1.69, 0.82)
H (0.19, 2.37, 0.90)
N (1.72, -0.35, -1.90)
N (-0.76, 0.59, 0.54)
H (0.17, -2.74, 0.13)
C (0.93, -2.07, -0.13)
C (0.62, -0.86, -1.04)

Least stable structure: one

## one
5 unconnected molecules or ions with the total composition C6H22NO4S, computed with ωB97M-V/def2-TZVPD.

Output
Net charge ... -1
Lowest unoccupied orbital energy ... 3.349 eV
Multiplicity ... 1

Geometry (Å):
O (-1.86, -0.37, 3.38)
H (-0.09, -3.72, 0.80)
H (-2.25, -0.33, -1.82)
H (-0.16, 3.00, -0.27)
O (0.41, -3.24, 1.40)
H (2.58, 1.20, -0.58)
H (-1.78, 2.46, -2.19)
C (-1.02, 2.42, -0.19)
N (-1.40, 1.75, -1.52)
H (-1.29, -1.12, -3.10)
S (1.35, -1.55, -1.35)
H (-0.98, -0.07, 3.59)
H (-0.82, -1.61, -0.20)
H (0.91, -2.43, 0.96)
C (-0.72, 1.31, 0.94)
O (3.39, 1.09, -0.10)
H (-0.73, 1.52, 1.95)
H (-1.52, 0.61, 0.80)
C (-0.46, 0.86, -2.12)
H (2.05, -0.21, 1.71)
H (-0.79, -2.62, -1.62)
H (-0.22, 0.99, -3.20)
H (0.52, 0.62, -1.47)
C (-2.29, 3.21, 0.36)
H (1.96, -1.72, 1.92)
H (-2.53, 4.00, -0.21)
H (-1.57, -1.28, 3.14)
H (0.03, 0.65, 0.58)
C (-0.43, -1.62, -1.18)
O (2.19, -0.94, 2.30)
C (-1.18, -0.50, -2.14)
H (3.83, 0.26, -0.08)
H (-2.17, 3.39, 1.49)
H (-3.12, 2.37, 0.29)

## two
5 unconnected molecules or ions with the total composition C6H22NO4S, computed with ωB97M-V/def2-TZVPD.

Output
Net charge ... -1
Lowest unoccupied orbital energy ... 3.300 eV
Multiplicity ... 1

Geometry (Å):
H (1.93, -2.03, -1.49)
H (2.31, 1.42, -0.95)
H (-1.25, 1.69, 3.15)
H (2.45, -0.99, -2.49)
H (-1.62, -2.37, -1.75)
H (-3.55, -1.30, 0.62)
O (-2.03, 1.75, 2.75)
H (1.96, 2.10, -2.57)
O (3.43, 0.45, 0.25)
H (1.27, -1.45, 2.76)
C (1.55, 1.40, -1.70)
H (0.02, 3.04, -1.30)
H (-0.52, -1.12, -2.00)
C (0.04, 1.95, -1.30)
H (-2.16, 1.09, 2.11)
H (-0.59, 1.43, -1.96)
H (3.39, 0.16, -0.65)
H (2.54, 0.14, 0.52)
N (-0.59, 0.31, 0.47)
H (-0.26, -1.38, 2.53)
H (-2.00, -2.35, 1.08)
H (1.33, 0.40, -2.11)
H (-2.27, -0.08, -0.74)
C (-2.44, -1.33, 0.97)
H (0.23, 2.14, 0.85)
C (-1.59, -0.62, -0.14)
C (-0.41, 1.66, 0.15)
H (-2.54, -0.78, 1.86)
H (-1.27, 2.28, 0.38)
S (0.23, -2.66, -0.02)
O (2.73, -1.74, -1.96)
C (-0.98, -1.67, -1.15)
H (0.22, -0.22, 0.52)
O (0.43, -1.33, 3.33)

Least stable structure: one

## one
A molecular structure, C9H16NO3P, computed with ωB97M-V/def2-TZVPD.

Output
Lowest unoccupied orbital energy ... 0.689 eV
Multiplicity ... 1

Geometry (Å):
H (-5.15, -0.18, 0.10)
C (1.66, -0.32, 0.94)
H (-4.21, -1.56, 0.66)
O (-3.26, 0.18, 0.17)
H (2.30, -2.53, 1.48)
O (-1.00, 0.18, 1.52)
H (-4.53, -0.24, 1.87)
H (-1.49, 0.91, 1.88)
O (-1.40, -1.65, -0.31)
H (1.43, 3.15, -0.96)
C (1.56, 2.12, -0.43)
N (1.62, -0.31, -0.41)
H (2.21, 3.01, 1.52)
H (0.88, -2.39, -0.80)
C (1.92, 0.90, 1.62)
H (2.05, 0.81, 2.65)
H (-1.03, 0.74, -2.08)
H (0.90, -1.37, -2.15)
P (-1.66, -0.30, 0.09)
C (1.08, 0.88, -0.97)
C (1.85, 2.14, 0.92)
C (1.59, -1.62, 1.72)
H (1.71, -1.54, 2.74)
H (0.58, -2.00, 1.57)
C (-0.92, 0.90, -0.98)
C (1.54, -1.52, -1.24)
H (1.09, 0.82, -2.09)
C (-4.28, -0.48, 0.76)
H (-1.24, 1.86, -0.56)
H (2.49, -1.86, -1.43)

## two
2 unconnected molecules or ions with the total composition C9H16NO3P, computed with ωB97M-V/def2-TZVPD.

Output
Lowest unoccupied orbital energy ... -0.208 eV
Multiplicity ... 1

Geometry (Å):
H (-4.00, 2.02, -0.53)
H (-0.64, 2.00, -1.51)
H (0.57, -1.31, 1.40)
C (-1.18, 1.08, -1.38)
H (1.50, -1.42, 2.90)
O (2.80, -0.62, -0.12)
C (-2.27, 1.27, 0.48)
C (-3.29, 2.34, 0.23)
O (-0.88, -1.17, -0.76)
H (1.29, -1.87, -0.77)
P (-2.91, -0.47, 0.62)
H (1.79, -1.45, -3.17)
C (2.53, -1.16, -2.42)
C (1.45, -0.94, 1.93)
H (3.00, -0.22, -2.71)
O (0.92, 0.12, -1.21)
C (2.71, -1.25, 1.15)
H (3.29, -1.93, -2.34)
N (-0.31, 1.82, 2.03)
H (-3.75, -0.10, 1.69)
H (-2.82, 3.27, -0.08)
H (1.33, 0.13, 2.07)
H (-3.84, 2.53, 1.15)
H (-1.94, -0.92, 1.52)
C (-1.19, 1.59, 1.32)
C (1.85, -0.97, -1.07)
H (3.59, -0.88, 1.68)
H (2.82, -2.34, 1.02)
C (-0.39, -0.11, -1.09)
H (-2.04, 0.92, -2.00)

Least stable structure: two

## one
A gas-phase ion, C7H11N2O3S (charge -1), computed with ωB97M-V/def2-TZVPD.

Output
Net charge ... -1
Lowest unoccupied orbital energy ... 2.874 eV
Multiplicity ... 1

Geometry (Å):
H (-3.29, 2.09, 0.20)
C (2.13, -0.74, 0.49)
H (1.37, -1.59, -1.56)
C (-0.78, 0.55, -0.94)
H (-3.75, 1.62, -1.49)
C (-2.47, -0.51, -0.17)
O (0.59, -2.79, -0.10)
H (-3.44, -0.60, 0.27)
O (4.32, 1.04, 0.28)
C (1.62, -0.12, 1.83)
N (-1.51, -1.34, 0.01)
C (-0.37, -0.68, -0.46)
C (-2.95, 1.79, -0.83)
O (2.05, 1.69, -0.51)
H (1.22, 0.97, 1.73)
H (-2.32, 2.70, -1.10)
H (-0.42, -2.72, 0.20)
C (0.92, -1.55, -0.57)
H (0.89, -0.63, 2.52)
H (-0.17, 1.28, -1.37)
H (2.67, -1.69, 0.70)
S (3.09, 0.61, -0.53)
H (2.73, -0.02, 2.13)
N (-2.12, 0.64, -0.74)

## two
A molecular structure, C7H11N2O3S, computed with ωB97M-V/def2-TZVPD.

Output
Net charge ... -1
Lowest unoccupied orbital energy ... 3.072 eV
Multiplicity ... 1

Geometry (Å):
H (-0.22, 0.80, -1.35)
H (0.68, -0.39, 1.42)
C (0.01, 0.21, 0.72)
H (-2.18, 1.44, 0.83)
N (-1.31, -0.46, 0.74)
H (-2.27, 0.85, -0.77)
H (-4.28, -2.35, -0.01)
C (2.74, 1.34, -0.06)
O (-5.06, 1.52, 0.75)
H (3.51, 0.64, -0.53)
H (1.19, -0.45, -1.13)
N (-0.59, -2.72, -0.80)
C (-4.77, 0.85, -0.21)
C (-3.63, -0.23, 0.14)
H (-0.19, 1.17, 1.16)
H (3.24, 2.33, -0.08)
H (2.74, 0.99, 0.98)
S (-1.41, -2.18, 0.45)
C (0.55, 0.40, -0.65)
O (-4.95, 0.88, -1.39)
C (-2.32, 0.43, 0.24)
H (-1.03, -2.36, -1.64)
C (-3.69, -1.50, 0.21)
O (1.51, 1.48, -0.67)

Least stable structure: two

## one
4 unconnected molecules or ions with the total composition C2H14N2O3, computed with ωB97M-V/def2-TZVPD.

Output
Structure (SMILES) ... NCCN.O.O.O
Lowest unoccupied orbital energy ... 0.737 eV
Multiplicity ... 1

Geometry (Å):
H (-0.15, 0.97, -1.85)
N (-0.83, 1.36, 0.29)
H (-5.07, -4.89, 1.12)
H (3.29, -2.63, -2.49)
H (0.82, 3.08, -1.06)
O (-1.46, -0.36, 3.94)
H (4.14, -1.39, -1.96)
O (-4.93, -3.91, 1.35)
N (2.37, 1.85, -1.76)
H (2.44, 2.56, -2.43)
C (1.40, 2.19, -0.72)
H (-5.60, -3.42, 0.75)
H (-0.42, 1.21, 1.21)
H (0.67, 0.24, -0.48)
H (-1.62, 0.74, 0.05)
H (1.84, 2.15, 0.32)
C (0.24, 1.15, -0.79)
H (-1.46, -0.70, 4.86)
O (3.42, -1.69, -2.58)
H (-2.36, -0.17, 3.50)
H (3.26, 1.67, -1.28)

## two
4 unconnected molecules or ions with the total composition C2H14N2O3, computed with ωB97M-V/def2-TZVPD.

Output
Structure (SMILES) ... NCCN.O.O.O
Lowest unoccupied orbital energy ... 0.556 eV
Multiplicity ... 1

Geometry (Å):
H (-1.90, -0.80, -0.01)
H (0.10, 0.26, 0.00)
N (1.15, 1.20, 2.58)
C (-0.49, 0.07, 0.91)
H (5.32, -0.12, -5.12)
H (-3.99, 0.39, 2.46)
C (0.42, 0.04, 2.11)
H (0.70, 2.02, 2.86)
H (2.05, 1.02, 3.02)
H (-1.33, 0.66, -4.00)
H (1.03, -0.83, 1.93)
H (-0.17, -0.41, 2.98)
H (5.79, 0.94, -4.13)
O (-1.50, 0.24, -3.15)
H (-1.11, -0.66, -3.36)
O (5.55, 0.02, -4.17)
N (-1.43, -1.09, 0.80)
H (-0.81, -1.93, 0.56)
O (-3.95, -0.55, 2.06)
H (-2.98, -0.64, 1.97)
H (-1.18, 0.97, 1.11)

Least stable structure: one